(1)
This record from OMol25 describes a structure of composition C9H36N9O12. The level of theory is ωB97M-V/def2-TZVPD.

Properties
DFT total energy ... -47871.7498 eV
LUMO energy ... 0.33 eV
Total charge ... -1
ΔE to the lowest compared entry with this formula, charge and spin ... 28.8529 eV
2S+1 ... 1

Each line ends with the Mulliken charge.
Atoms and positions in Å:
N 0.436 -0.084 -0.536  -1.214
O -0.022 -0.493 -1.574  -0.607
O 0.000 -0.440 0.547  0.252
O 1.443 0.566 -0.599  -0.590
C -0.043 0.117 -4.244  -0.861
O 0.919 0.546 -3.231  -0.638
H -0.928 0.752 -4.223  0.225
H 0.445 0.262 -5.208  0.360
H -0.305 -0.941 -4.221  0.266
H 0.655 0.120 -2.413  0.773
C 3.877 0.738 -0.630  -0.551
O 2.904 1.570 -0.053  -0.637
H 4.499 1.236 -1.374  0.301
H 4.545 0.300 0.111  0.282
H 3.404 -0.094 -1.151  -0.060
H 2.048 1.136 -0.070  1.513
C -0.587 -2.223 2.343  -1.168
O -0.769 -2.338 0.980  -0.621
H 0.324 -2.616 2.794  0.262
H -0.645 -1.158 2.569  0.473
H -1.379 -2.685 2.933  0.380
H -0.351 -1.578 0.569  0.823
C -2.135 1.628 -1.135  -0.659
O -0.785 1.949 -1.398  -0.779
H -2.071 0.980 -0.261  0.001
H -2.695 2.551 -0.992  0.502
H -2.663 1.105 -1.933  0.379
H -0.246 1.191 -1.636  0.798
C 2.010 -2.138 -2.094  0.232
O 3.359 -2.391 -2.190  -0.601
H 1.449 -2.807 -1.442  0.265
H 1.961 -1.116 -1.718  -0.259
H 1.569 -2.212 -3.088  0.208
H 3.763 -2.110 -3.014  0.341
C -0.050 3.637 0.883  0.380
O 0.571 4.327 1.690  -0.808
N 0.342 2.482 0.539  0.316
N -1.221 3.893 0.402  -0.250
H 1.114 2.073 1.046  -0.309
H -0.068 1.945 -0.211  -0.167
H -1.681 3.340 -0.308  0.276
H -1.668 4.600 0.967  0.189
C -2.898 -2.361 -1.019  0.035
O -3.887 -2.778 -1.543  -0.785
N -2.065 -1.532 -1.657  -0.254
N -2.386 -2.940 0.003  -0.410
H -2.420 -1.235 -2.555  0.208
H -1.213 -1.139 -1.285  0.299
H -2.865 -3.690 0.480  0.215
H -1.668 -2.512 0.570  0.813
C -1.276 1.070 2.404  -0.114
O -0.210 1.387 2.939  -0.666
N -1.438 0.597 1.203  -0.425
N -2.445 1.235 2.904  -0.286
H -2.412 0.481 0.960  0.206
H -0.631 0.106 0.846  0.288
H -3.208 0.833 2.379  0.175
H -2.516 1.818 3.726  0.338
C 1.784 -0.976 3.073  -0.231
O 2.620 -1.578 3.754  -0.803
N 1.685 -1.043 1.720  -0.141
N 1.039 -0.016 3.607  -0.207
H 1.050 -0.523 1.130  0.921
H 2.454 -1.544 1.298  0.145
H 0.465 0.581 3.030  0.405
H 1.115 0.136 4.603  0.258


(2)
This record from OMol25 describes the molecule C4H9BrO2S. The level of theory is ωB97M-V/def2-TZVPD.

Properties
DFT total energy ... -89260.8830 eV
LUMO energy (alpha / beta) ... -0.07 / -1.45 eV
ΔE to the lowest compared entry with this formula, charge and spin ... 0.0000 eV
2S+1 ... 3

Each line ends with the Mulliken charge.
Atoms and positions in Å:
C 0.869 0.582 1.183  -1.633
C -0.258 1.088 -0.985  -1.820
C -1.511 -0.325 0.588  -1.375
C -0.134 0.089 0.151  1.333
O 2.446 -0.511 -1.508  -0.318
O -0.291 -1.899 -1.532  -0.510
S 0.666 -1.283 -0.679  0.763
Br 1.354 -2.749 0.843  -0.221
H 0.570 1.517 1.532  0.474
H 1.172 -0.155 1.967  0.338
H 1.722 0.826 0.663  0.513
H -1.069 0.851 -1.733  0.335
H 0.565 1.214 -1.525  0.634
H -0.379 2.132 -0.716  0.448
H -2.076 0.613 0.636  0.388
H -2.015 -0.901 -0.338  0.341
H -1.631 -1.090 1.454  0.310


(3)
This record from OMol25 describes the molecule C3H4F2Si. The level of theory is ωB97M-V/def2-TZVPD.

Properties
DFT total energy ... -16489.8119 eV
SMILES ... C#C[Si](C)(F)F
LUMO energy ... 0.81 eV
ΔE to the lowest compared entry with this formula, charge and spin ... 0.8939 eV
2S+1 ... 1

Each line ends with the Mulliken charge.
Atoms and positions in Å:
C 1.772 -2.517 0.992  0.293
C 1.090 -2.099 0.054  -0.979
Si 0.045 -0.761 -1.387  0.724
C -0.184 0.915 -0.637  -0.886
F -1.324 -1.441 -1.705  -0.211
F 0.828 -0.632 -2.751  -0.221
H 2.367 -2.999 1.693  0.414
H -0.515 1.652 -1.421  0.271
H -0.879 1.052 0.170  0.336
H 0.854 1.200 -0.310  0.259


(4)
This record from OMol25 describes a structure of composition C42H60GaN4O3S2. The level of theory is ωB97M-V/def2-TZVPD.

Properties
DFT total energy ... -130676.2865 eV
LUMO energy ... 2.08 eV
Total charge ... -1
2S+1 ... 1

Each line ends with the Mulliken charge.
Atoms and positions in Å:
C 1.570 3.554 2.983  -0.357
C 1.503 2.521 4.114  -0.355
O 0.649 1.440 3.798  -0.443
C 1.201 0.590 2.774  0.333
C 0.570 -0.807 2.908  -1.268
O -0.207 -1.049 1.756  -0.472
Ga -1.510 -2.423 2.086  0.692
C -1.576 -3.538 0.379  -0.826
C -0.184 -4.090 -0.052  -0.859
C 0.543 -3.035 -0.882  0.402
S 2.334 -3.434 -1.069  -0.285
C 3.229 -2.048 -0.371  0.421
S 3.244 -1.906 1.262  -0.268
N 3.959 -1.136 -1.166  0.478
C 3.407 -0.870 -2.473  -1.086
C 2.073 -0.718 -2.770  1.345
C 1.683 -0.447 -4.063  -1.287
C 2.591 -0.307 -5.079  -0.509
C 3.942 -0.424 -4.787  -0.652
C 4.319 -0.713 -3.501  -0.146
C 4.326 0.082 -0.485  -0.926
C 5.536 0.193 0.151  -0.099
C 5.943 1.339 0.787  -0.471
C 5.118 2.446 0.782  -0.643
C 3.899 2.339 0.154  -0.590
C 3.493 1.185 -0.476  0.153
C -3.264 -1.409 2.419  -1.266
C -3.423 -0.363 1.291  2.259
C -4.679 -0.653 0.465  -1.315
O -3.455 0.968 1.822  -0.490
C -2.332 1.730 1.430  -0.442
C -2.374 2.110 -0.045  -0.082
C -3.124 3.189 -0.485  -0.492
C -3.124 3.496 -1.822  -0.477
C -2.417 2.772 -2.761  -0.161
C -1.662 1.703 -2.319  -0.846
C -1.656 1.389 -0.978  0.464
H 2.170 4.428 3.267  0.391
H 2.062 3.095 2.117  -0.271
H 0.573 3.858 2.645  0.194
H 1.086 2.996 5.011  0.324
H 2.506 2.122 4.342  0.335
H 2.303 0.579 2.823  0.441
H 0.924 1.036 1.807  -0.012
H -0.033 -0.890 3.827  0.398
H 1.379 -1.553 3.000  0.207
H -1.052 -3.287 3.358  -0.645
H -2.243 -4.400 0.531  0.545
H -1.979 -2.977 -0.483  0.262
H 0.415 -4.394 0.814  0.387
H -0.329 -5.002 -0.655  0.394
H 0.422 -2.039 -0.433  -0.727
H 0.103 -2.954 -1.885  0.519
H 1.331 -0.827 -1.984  0.582
H 0.627 -0.348 -4.301  0.306
H 2.305 -0.103 -6.106  0.402
H 4.691 -0.288 -5.560  0.375
H 5.380 -0.798 -3.271  0.429
H 6.165 -0.698 0.120  0.466
H 6.913 1.332 1.276  0.317
H 5.415 3.371 1.267  0.422
H 3.222 3.190 0.145  0.500
H 2.529 1.153 -0.974  0.487
H -4.110 -2.109 2.484  0.409
H -3.215 -0.868 3.374  0.458
H -2.572 -0.477 0.606  -1.152
H -5.579 -0.799 1.082  -0.082
H -4.875 0.132 -0.279  0.344
H -4.523 -1.592 -0.083  0.317
H -2.341 2.660 2.015  0.527
H -1.390 1.211 1.660  -0.124
H -3.681 3.779 0.238  0.424
H -3.709 4.353 -2.159  0.320
H -2.444 3.066 -3.806  0.243
H -1.099 1.121 -3.045  0.408
H -1.055 0.549 -0.626  0.323
C -9.856 -1.377 4.581  -1.145
C -8.433 -0.839 4.684  -0.519
C -7.828 -0.485 3.322  -0.128
C -7.765 -1.673 2.461  0.217
N -7.716 -2.611 1.785  -0.524
H -9.892 -2.307 4.011  0.344
H -10.257 -1.588 5.573  0.341
H -10.515 -0.652 4.096  0.288
H -7.806 -1.582 5.181  0.300
H -8.432 0.053 5.313  0.340
H -6.817 -0.094 3.448  0.167
H -8.427 0.279 2.824  0.334
C 8.509 -3.139 2.196  -1.112
C 8.433 -2.218 3.408  -0.558
C 8.067 -0.777 3.037  0.059
C 9.077 -0.202 2.133  0.288
N 9.873 0.246 1.423  -0.522
H 9.290 -2.824 1.502  0.360
H 8.742 -4.158 2.507  0.356
H 7.558 -3.158 1.659  0.229
H 9.394 -2.230 3.928  0.311
H 7.686 -2.603 4.104  0.340
H 8.009 -0.158 3.932  0.322
H 7.094 -0.747 2.542  -0.026
C -3.225 0.949 -8.202  -1.172
C -3.657 1.931 -7.119  -0.375
C -2.622 3.033 -6.867  -0.524
C -1.348 2.449 -6.423  0.307
N -0.350 1.987 -6.065  -0.453
H -2.316 0.416 -7.919  0.337
H -4.001 0.201 -8.368  0.349
H -3.041 1.462 -9.148  0.293
H -3.843 1.384 -6.193  0.296
H -4.601 2.395 -7.412  0.337
H -2.980 3.717 -6.097  0.304
H -2.446 3.610 -7.776  0.361


(5)
This record from OMol25 describes a cluster of 7 separate species, C17H48N4O7 in total. The level of theory is ωB97M-V/def2-TZVPD.

Properties
DFT total energy ... -38695.4152 eV
SMILES ... NC(N)=O.NC(N)=O.CC(C)O.CC(C)O.CC(C)O.CC(C)O.CC(C)O
LUMO energy ... -0.02 eV
ΔE to the lowest compared entry with this formula, charge and spin ... 6.3193 eV
2S+1 ... 1

Each line ends with the Mulliken charge.
Atoms and positions in Å:
N -1.761 2.816 -0.358  -0.235
C -0.769 2.747 0.480  0.369
N -0.942 1.765 1.353  -0.206
O 0.241 3.539 0.504  -0.767
H -1.729 3.408 -1.220  0.243
H -2.659 2.335 -0.250  0.190
H -0.559 1.907 2.301  0.171
H -1.734 1.143 1.368  0.140
N 1.894 0.206 -3.233  0.109
C 1.948 -0.674 -4.218  0.728
N 2.939 -0.481 -5.064  -0.442
O 1.071 -1.676 -4.266  -0.700
H 1.268 0.061 -2.460  -0.347
H 2.579 0.924 -3.153  0.238
H 3.103 -1.217 -5.765  0.295
H 3.749 0.092 -4.803  0.190
C 4.318 -1.022 -0.718  -1.601
C 3.945 -0.429 0.648  1.472
C 4.079 -1.535 1.675  -1.368
O 4.674 0.524 0.961  -0.526
H 5.347 -1.501 -0.777  0.356
H 4.350 -0.310 -1.494  0.340
H 3.672 -1.831 -1.067  0.264
H 2.971 -0.053 0.535  -0.544
H 3.538 -1.400 2.585  0.191
H 5.176 -1.643 1.858  0.579
H 3.658 -2.385 1.280  0.430
H 5.522 0.168 1.288  0.440
C -1.231 -1.210 -1.420  -1.457
C -0.158 -0.897 -0.406  2.862
C 0.888 -1.977 -0.182  -1.346
O 0.517 0.169 -0.580  -0.112
H -1.954 -0.445 -1.566  0.088
H -1.793 -2.118 -1.151  0.503
H -0.781 -1.381 -2.411  0.205
H -0.651 -0.675 0.531  -1.533
H 1.534 -1.790 0.596  0.194
H 1.559 -2.245 -1.080  0.082
H 0.320 -2.934 0.081  0.391
H 0.048 0.863 -0.178  -0.105
C 0.791 -0.806 4.490  -1.381
C 0.777 0.654 4.144  0.813
C 1.678 1.065 2.980  -1.333
O -0.368 1.029 3.911  -0.566
H -0.108 -1.052 5.061  0.339
H 1.690 -1.073 5.093  0.407
H 0.925 -1.404 3.565  0.155
H 0.982 1.080 5.111  0.411
H 1.247 0.697 1.990  0.031
H 2.689 0.628 2.945  0.420
H 1.705 2.082 3.004  0.500
H -1.047 0.859 4.610  0.370
C -2.210 -1.359 2.550  -0.675
C -3.235 -0.425 1.921  0.775
C -4.640 -1.011 2.379  -1.332
O -3.146 0.790 2.263  -0.473
H -1.226 -0.876 2.482  -0.466
H -2.110 -2.279 1.988  0.466
H -2.405 -1.492 3.567  0.562
H -3.141 -0.579 0.817  -0.273
H -5.102 -0.512 3.300  0.298
H -4.669 -2.092 2.587  0.353
H -5.407 -0.830 1.668  0.421
H -3.193 0.843 3.251  0.387
C -3.165 0.251 -4.145  -1.572
C -2.553 1.508 -3.491  1.527
C -1.122 1.680 -3.953  -0.945
O -3.230 2.521 -3.718  -0.561
H -2.475 -0.603 -4.115  0.286
H -3.324 0.441 -5.193  0.409
H -4.060 0.132 -3.613  0.467
H -2.546 1.419 -2.414  -0.639
H -0.996 2.093 -4.917  0.520
H -0.501 0.799 -3.772  -0.101
H -0.675 2.479 -3.293  0.220
H -4.052 2.494 -3.273  0.398


(6)
This record from OMol25 describes a cluster of 2 separate species, C23H23F2 in total. The level of theory is ωB97M-V/def2-TZVPD.

Properties
DFT total energy ... -29650.4911 eV
LUMO energy ... -6.06 eV
Total charge ... +1
ΔE to the lowest compared entry with this formula, charge and spin ... 1.7951 eV
2S+1 ... 1

Each line ends with the Mulliken charge.
Atoms and positions in Å:
F -2.969 4.223 -2.230  -0.283
C -2.978 2.867 -2.201  0.009
C -4.173 2.170 -2.213  -0.324
C -4.175 0.788 -2.192  -0.774
C -2.991 0.091 -2.148  -0.339
C -1.761 0.768 -2.140  0.840
C -0.532 0.046 -2.119  -0.274
C 0.694 0.664 -2.190  -0.118
C 1.912 0.027 -2.161  -0.432
C 3.152 0.730 -2.197  0.896
C 3.211 2.134 -2.207  -0.520
C 4.408 2.810 -2.214  0.017
F 4.424 4.165 -2.209  -0.277
C 5.591 2.093 -2.217  -0.314
C 5.566 0.712 -2.219  -0.701
C 4.370 0.035 -2.209  -0.469
C -1.793 2.171 -2.170  -0.552
H -5.091 2.730 -2.242  0.466
H -5.112 0.256 -2.211  0.420
H -2.996 -0.984 -2.132  0.470
H -0.569 -1.027 -2.053  0.440
H 0.701 1.732 -2.287  -0.014
H 1.934 -1.047 -2.099  0.464
H 2.320 2.729 -2.198  0.517
H 6.519 2.636 -2.214  0.468
H 6.495 0.165 -2.222  0.412
H 4.359 -1.041 -2.212  0.429
H -0.892 2.751 -2.166  0.520
C -2.624 -2.133 2.897  -0.746
C -2.059 -2.102 4.323  -0.665
C -0.571 -2.481 4.439  -0.843
C 0.356 -1.335 4.210  -0.293
C 0.842 -0.996 3.016  -0.589
C 0.521 -1.689 1.772  -0.657
C -0.708 -1.792 1.268  -0.064
C -1.920 -1.194 1.899  -0.652
H -2.578 -3.159 2.511  0.371
H -3.695 -1.888 2.937  0.375
H -2.204 -1.102 4.751  0.347
H -2.657 -2.775 4.956  0.372
H -0.368 -2.905 5.433  0.394
H -0.340 -3.289 3.734  0.379
H 0.630 -0.744 5.070  0.396
H 1.526 -0.165 2.948  0.374
H 1.345 -2.134 1.237  0.426
H -0.853 -2.355 0.359  0.456
H -2.620 -0.896 1.106  0.183
H -1.648 -0.258 2.403  0.459